1.
C7H24IN8O5 | the ωB97M-V functional and the def2-TZVPD basis

Geometry as ORCA input:
```
! wB97M-V def2-TZVPD RIJCOSX def2/J DEFGRID3
* xyz -1 1
I 11.74 -7.15 -24.30
C 13.72 -4.38 -28.93
C 13.73 -4.70 -27.44
C 12.84 -3.76 -26.65
O 13.31 -6.06 -27.28
H 14.39 -5.11 -29.39
H 14.26 -3.45 -29.13
H 12.75 -4.41 -29.42
H 14.77 -4.61 -27.09
H 13.26 -2.75 -26.80
H 12.81 -4.00 -25.59
H 11.82 -3.75 -27.03
H 13.58 -6.30 -26.38
C 15.20 -5.30 -22.09
O 15.88 -4.53 -21.41
N 14.09 -4.91 -22.76
N 15.53 -6.62 -22.25
H 13.75 -3.98 -22.62
H 13.50 -5.65 -23.14
H 16.27 -6.94 -21.65
H 15.25 -7.17 -23.04
C 9.11 -3.21 -23.18
O 8.38 -2.25 -23.41
N 9.42 -3.58 -21.90
N 9.69 -3.98 -24.15
H 10.13 -4.26 -21.68
H 9.08 -2.98 -21.17
H 10.18 -4.81 -23.86
H 9.24 -4.05 -25.04
C 8.70 -10.12 -25.87
O 7.84 -10.91 -26.20
N 8.45 -8.93 -25.23
N 10.04 -10.29 -26.16
H 9.23 -8.41 -24.85
H 7.51 -8.66 -25.04
H 10.74 -9.74 -25.69
H 10.30 -11.12 -26.65
C 11.99 -5.83 -19.93
O 11.43 -4.85 -20.41
N 11.97 -7.05 -20.53
N 12.65 -5.79 -18.73
H 12.30 -7.86 -20.05
H 11.65 -7.15 -21.48
H 13.28 -6.51 -18.44
H 12.49 -5.02 -18.11
*
```

Values from the calculation:
gap between HOMO and LUMO	8.23	eV
E	-1393.37210	Ha
E_LUMO	2.53	eV
energy above the lowest of the compared OMol25 structures with the same formula, charge and spin	0.00	kJ/mol



2.
C7H25AgAlN6O6 | the ωB97M-V functional and the def2-TZVPD basis

Geometry as ORCA input:
```
! wB97M-V def2-TZVPD RIJCOSX def2/J DEFGRID3
* xyz 3 1
Ag -1.27 -0.69 -2.84
Al -1.06 2.29 -1.43
O -1.24 0.00 -1.25
H -0.45 0.11 -0.69
C -4.37 -1.33 -0.50
C -2.99 -1.41 0.11
O -2.45 -0.16 0.36
H -4.68 -1.84 -1.42
H -4.70 -0.31 -0.70
H -5.06 -1.76 0.22
H -2.30 -1.72 -0.67
H -2.67 -2.00 0.97
H -1.81 -0.03 -0.34
C 2.60 0.87 -0.21
C 1.78 1.87 -1.03
O 0.73 1.24 -1.69
H 3.37 0.35 -0.79
H 1.91 0.17 0.28
H 3.14 1.24 0.66
H 2.36 2.36 -1.82
H 1.40 2.65 -0.38
H 1.17 0.50 -2.11
C 1.95 -1.68 -1.02
O 2.36 -1.72 0.15
N 1.05 -0.92 -1.48
N 2.46 -2.41 -1.98
H 0.52 -0.31 -0.88
H 0.72 -1.09 -2.42
H 2.31 -2.32 -2.97
H 3.07 -3.16 -1.68
C -0.07 -0.80 1.98
O 0.76 -0.73 2.88
N -1.35 -0.76 2.14
N 0.20 -0.94 0.76
H -1.93 -1.17 1.42
H -1.55 -1.01 3.10
H 1.18 -1.11 0.55
H -0.37 -0.65 -0.01
C 0.51 2.10 1.39
O 0.00 1.65 0.39
N 0.70 3.38 1.57
N 0.86 1.41 2.44
H 0.19 3.89 0.86
H 1.09 3.81 2.40
H 0.61 0.43 2.41
H 1.31 1.72 3.29
*
```

Values from the calculation:
gap between HOMO and LUMO	3.43	eV
E	-1449.33109	Ha
E_LUMO	-15.80	eV



3.
C7H25O8P3S | the ωB97M-V functional and the def2-TZVPD basis

Geometry as ORCA input:
```
! wB97M-V def2-TZVPD RIJCOSX def2/J DEFGRID3
* xyz 0 1
C 1.11 3.16 1.58
P -0.78 2.78 1.47
S -2.92 2.53 1.16
H 1.49 3.52 0.51
H 1.23 4.07 2.31
H 1.73 2.21 1.87
H -1.02 3.61 2.64
H -0.58 1.36 1.72
H -0.75 3.33 0.11
H -3.43 3.81 1.50
C -1.18 -2.52 0.46
O -0.29 -2.29 1.54
P -1.06 -2.36 3.08
O 0.16 -1.67 3.70
O -0.86 -4.00 3.11
C 0.42 -4.55 2.82
O -1.84 -2.43 4.63
C -1.16 -3.07 5.71
H -0.61 -2.51 -0.47
H -1.67 -3.49 0.56
H -1.93 -1.73 0.43
H 1.23 -3.84 2.99
H 0.44 -4.88 1.77
H 0.58 -5.42 3.45
H -0.11 -2.77 5.77
H -1.23 -4.15 5.60
H -1.66 -2.78 6.64
C 3.19 0.56 -5.08
O 1.81 0.27 -4.92
P 1.18 0.72 -3.38
O -0.04 -0.17 -3.64
O 0.92 2.25 -3.93
C 0.23 2.43 -5.16
O 0.56 1.16 -1.83
C -0.73 1.75 -1.75
H 3.49 0.30 -6.09
H 3.37 1.63 -4.92
H 3.77 -0.03 -4.36
H -0.39 1.58 -5.43
H 0.97 2.61 -5.96
H -0.41 3.31 -5.08
H -1.46 1.22 -2.36
H -0.68 2.80 -2.05
H -1.06 1.71 -0.71
*
```

Values from the calculation:
gap between HOMO and LUMO	5.34	eV
E	-2305.54523	Ha
E_LUMO	-3.15	eV
structure (SMILES)	COP(=O)(OC)OC.COP(=O)(OC)OC.C[PH3]S



4.
C7H27NO8 | the ωB97M-V functional and the def2-TZVPD basis

Geometry as ORCA input:
```
! wB97M-V def2-TZVPD RIJCOSX def2/J DEFGRID3
* xyz 0 1
C 2.37 -1.74 -0.77
C 2.92 -0.66 0.18
C 1.98 0.44 0.52
C 2.31 1.65 1.19
N 1.11 2.39 1.33
C 0.14 1.76 0.60
C 0.58 0.52 0.22
C -1.15 2.46 0.56
H 3.14 -2.65 -0.80
H 1.40 -1.97 -0.61
H 2.03 -1.42 -1.85
H 3.80 -0.24 -0.47
H 3.29 -1.14 1.09
H 3.13 2.11 1.66
H 1.07 3.36 1.43
H 0.01 -0.23 -0.27
H -1.17 3.45 1.04
H -1.46 2.63 -0.50
H -1.85 1.66 0.87
H -1.82 -0.13 -2.59
H -2.49 -1.01 -1.59
O -1.99 -1.14 -2.36
H 1.09 2.60 -1.30
H 2.17 1.79 -1.84
O 1.31 2.08 -2.10
H -2.08 2.26 -2.78
H -0.72 1.98 -2.65
O -1.54 1.58 -2.51
H 0.82 -1.54 3.35
H 1.39 -1.07 1.97
O 0.66 -1.36 2.44
H -1.23 -2.86 -1.77
H -0.41 -2.06 -0.53
O -0.93 -2.88 -0.78
H -2.49 -0.86 2.10
H -1.28 -0.76 2.07
O -1.98 -0.14 1.70
H -2.59 0.17 0.16
H -3.07 0.90 -1.11
O -3.33 0.15 -0.52
H -0.30 -3.21 1.84
H -1.50 -3.68 1.27
O -1.31 -3.20 2.10
*
```

Values from the calculation:
gap between HOMO and LUMO	8.50	eV
E	-939.47768	Ha
E_LUMO	0.25	eV
structure (SMILES)	CCc1c[nH]c(C)c1.O.O.O.O.O.O.O.O
energy above the lowest of the compared OMol25 structures with the same formula, charge and spin	333.60	kJ/mol



5.
C7H28AsF6N14O7 | the ωB97M-V functional and the def2-TZVPD basis

Geometry as ORCA input:
```
! wB97M-V def2-TZVPD RIJCOSX def2/J DEFGRID3
* xyz -2 2
As -0.10 -0.52 0.32
F 1.22 -1.67 0.89
F -1.32 -1.56 1.31
F -1.39 0.42 -0.46
F 1.13 0.51 -0.54
F -0.21 -1.57 -1.19
F -0.01 0.52 1.80
C -1.63 -3.17 -4.02
O -2.54 -2.50 -3.57
N -0.45 -3.25 -3.51
N -1.82 -3.96 -5.00
H -0.17 -2.56 -2.84
H 0.28 -3.76 -3.99
H -2.75 -3.89 -5.38
H -1.11 -4.51 -5.46
C 1.16 4.57 -0.53
O 0.52 5.46 -1.09
N 2.21 3.93 -0.94
N 0.89 4.15 0.69
H 2.20 2.96 -0.65
H 2.50 4.25 -1.86
H 1.68 3.96 1.29
H 0.10 4.64 1.08
C -4.81 -1.66 1.50
O -4.71 -0.52 1.04
N -4.04 -2.04 2.50
N -5.76 -2.46 1.29
H -4.01 -3.04 2.69
H -3.25 -1.43 2.63
H -6.50 -2.00 0.78
H -5.99 -3.17 1.96
C -0.08 2.36 -3.27
O 0.13 3.17 -4.14
N -0.71 2.57 -2.15
N 0.62 1.26 -3.19
H -1.31 3.38 -2.13
H -0.92 1.89 -1.43
H 1.21 1.02 -3.98
H 0.40 0.75 -2.35
C 0.26 2.63 5.21
O 0.01 3.65 5.83
N 0.93 1.70 5.79
N 0.05 2.55 3.94
H 0.86 1.66 6.80
H 1.33 0.98 5.20
H -0.43 3.33 3.52
H 0.20 1.68 3.46
C 4.74 1.96 -0.51
O 5.34 1.72 -1.52
N 5.08 2.72 0.39
N 3.57 1.34 -0.22
H 6.02 3.11 0.37
H 4.46 2.83 1.17
H 2.93 0.94 -0.90
H 3.18 1.63 0.66
C 0.03 -5.15 0.20
O -0.16 -6.22 -0.25
N -0.72 -4.38 1.01
N 1.04 -4.44 -0.19
H -1.42 -4.97 1.45
H -0.60 -3.43 1.31
H 1.54 -4.88 -0.95
H 1.09 -3.47 0.10
*
```

Values from the calculation:
gap between HOMO and LUMO (alpha / beta)	3.66 / 8.37	eV
E	-4412.08496	Ha
E_LUMO (alpha / beta)	4.29 / 4.23	eV
energy above the lowest of the compared OMol25 structures with the same formula, charge and spin	161.87	kJ/mol
expectation value of S²	0.752



6.
C7H28N14O7 | the ωB97M-V functional and the def2-TZVPD basis

Geometry as ORCA input:
```
! wB97M-V def2-TZVPD RIJCOSX def2/J DEFGRID3
* xyz -1 2
C -3.49 -3.44 2.51
O -4.44 -4.17 2.63
N -2.35 -3.80 2.90
N -3.60 -2.30 1.96
H -1.61 -3.12 2.86
H -2.07 -4.77 2.82
H -4.40 -2.01 1.41
H -2.77 -1.73 2.01
C -0.26 2.79 -2.73
O -0.38 1.55 -2.72
N 0.59 3.51 -2.18
N -1.09 3.52 -3.42
H 0.63 4.50 -2.39
H 1.22 3.00 -1.59
H -1.76 3.02 -3.99
H -1.00 4.53 -3.45
C -2.06 -0.42 -5.23
O -2.76 -1.28 -5.73
N -1.96 -0.21 -4.01
N -1.23 0.41 -5.74
H -2.52 -0.79 -3.41
H -1.31 0.49 -3.69
H -1.03 0.27 -6.72
H -0.60 1.02 -5.25
C 0.26 -3.63 -1.87
O 0.43 -4.21 -2.97
N 1.05 -2.69 -1.40
N -0.69 -3.73 -1.04
H 1.68 -2.32 -2.10
H 1.01 -2.24 -0.50
H -0.67 -3.21 -0.18
H -1.34 -4.48 -1.25
C 2.23 -0.94 4.88
O 2.64 -2.07 4.85
N 2.36 0.05 4.01
N 1.82 -0.38 5.96
H 3.04 -0.14 3.28
H 2.04 1.00 4.17
H 1.91 -0.88 6.83
H 1.75 0.61 5.83
C 2.51 3.21 0.57
O 2.35 2.51 -0.42
N 2.47 4.54 0.58
N 3.03 2.65 1.65
H 2.89 5.08 1.31
H 2.48 4.79 -0.40
H 3.13 3.20 2.50
H 3.03 1.64 1.66
C -0.32 -0.40 1.06
O -0.47 -1.60 1.31
N -0.33 0.14 -0.15
N -0.06 0.52 1.90
H -0.20 1.15 -0.19
H -0.37 -0.30 -1.06
H 0.26 1.45 1.64
H 0.32 0.09 2.73
*
```

Values from the calculation:
gap between HOMO and LUMO (alpha / beta)	2.86 / 9.14	eV
E	-1576.89654	Ha
E_LUMO (alpha / beta)	2.11 / 2.00	eV
energy above the lowest of the compared OMol25 structures with the same formula, charge and spin	153.69	kJ/mol
expectation value of S²	0.750



7.
C7H28N14O7 | the ωB97M-V functional and the def2-TZVPD basis

Geometry as ORCA input:
```
! wB97M-V def2-TZVPD RIJCOSX def2/J DEFGRID3
* xyz 0 1
C -3.58 3.14 -0.60
O -2.78 3.96 -0.14
N -4.85 3.22 -0.28
N -3.30 2.22 -1.61
H -5.58 2.65 -0.68
H -5.13 4.07 0.22
H -4.10 1.59 -1.96
H -2.43 1.75 -1.52
C -0.84 -3.88 -0.31
O -0.74 -2.75 -0.87
N 0.00 -4.31 0.65
N -1.98 -4.70 -0.59
H -0.26 -5.06 1.28
H 0.75 -3.66 0.93
H -2.35 -4.32 -1.44
H -1.91 -5.70 -0.63
C 3.52 -2.92 0.51
O 2.73 -3.00 1.43
N 3.33 -3.53 -0.72
N 4.70 -2.24 0.71
H 2.65 -4.31 -0.71
H 4.11 -3.91 -1.21
H 5.21 -2.00 -0.09
H 4.54 -1.42 1.34
C -3.57 -1.04 -1.85
O -4.59 -0.72 -2.46
N -2.46 -1.34 -2.53
N -3.41 -1.02 -0.51
H -2.47 -1.18 -3.50
H -1.56 -1.41 -2.13
H -2.47 -1.20 -0.11
H -3.84 -0.35 0.09
C 0.73 4.08 -0.22
O 1.96 4.00 -0.25
N -0.06 3.58 0.84
N -0.02 4.70 -1.17
H 0.32 2.69 1.22
H -1.02 3.52 0.50
H 0.43 5.37 -1.80
H -1.04 4.73 -1.13
C 3.53 1.24 1.52
O 3.85 0.12 1.93
N 3.03 2.15 2.40
N 3.52 1.54 0.22
H 2.82 3.12 2.02
H 3.34 2.04 3.33
H 3.02 2.38 -0.05
H 3.62 0.68 -0.37
C 0.18 -0.16 1.07
O -1.00 -0.01 0.59
N 0.42 -0.05 2.42
N 1.23 -0.60 0.27
H -0.08 0.68 2.86
H 1.42 -0.10 2.70
H 1.73 -1.27 0.84
H 0.72 -1.09 -0.45
*
```

Values from the calculation:
gap between HOMO and LUMO	9.92	eV
E	-1577.10221	Ha
E_LUMO	0.51	eV
structure (SMILES)	NC(N)=O.NC(N)=O.NC(N)=O.NC(N)=O.NC(N)=O.NC(N)=O.NC(N)=O
energy above the lowest of the compared OMol25 structures with the same formula, charge and spin	6.54	kJ/mol



8.
C7H28N6O7 | the ωB97M-V functional and the def2-TZVPD basis

Geometry as ORCA input:
```
! wB97M-V def2-TZVPD RIJCOSX def2/J DEFGRID3
* xyz 0 1
C 2.13 -3.17 -0.84
O 1.93 -2.20 -1.83
H 2.97 -3.74 -1.24
H 2.47 -2.67 0.06
H 1.22 -3.77 -0.71
H 1.65 -2.67 -2.62
C -0.71 2.88 0.66
O -1.59 1.76 0.46
H -1.16 3.83 0.97
H -0.07 2.71 1.52
H -0.07 3.22 -0.16
H -2.22 1.93 -0.25
C -2.38 -0.49 -1.59
O -1.58 -1.06 -0.55
H -3.37 -0.21 -1.24
H -1.89 0.37 -2.04
H -2.58 -1.18 -2.41
H -2.11 -1.28 0.23
C -1.46 0.93 3.17
O -2.32 0.97 2.01
H -2.04 1.32 4.00
H -1.12 -0.05 3.50
H -0.55 1.50 2.95
H -1.86 1.41 1.29
C 0.84 -0.38 0.25
O 1.95 -0.57 0.69
N 0.46 -0.72 -0.90
N -0.14 0.16 0.88
H -0.48 -0.40 -1.08
H 0.94 -1.19 -1.65
H -0.84 0.67 0.36
H 0.01 0.46 1.83
C 1.80 -2.04 3.04
O 1.76 -3.02 3.83
N 1.15 -2.06 1.91
N 2.46 -0.91 3.18
H 1.37 -1.34 1.24
H 0.43 -2.75 1.75
H 3.05 -1.02 3.99
H 2.30 -0.14 2.55
C -0.52 1.69 -3.45
O -1.67 1.39 -3.60
N 0.13 1.44 -2.34
N 0.20 2.34 -4.33
H -0.35 0.97 -1.59
H 0.99 1.96 -2.27
H -0.33 2.54 -5.18
H 1.17 2.58 -4.43
*
```

Values from the calculation:
gap between HOMO and LUMO	7.65	eV
E	-1138.25514	Ha
E_LUMO	-0.08	eV
energy above the lowest of the compared OMol25 structures with the same formula, charge and spin	1417.33	kJ/mol



9.
C7H28O7 | the ωB97M-V functional and the def2-TZVPD basis

Geometry as ORCA input:
```
! wB97M-V def2-TZVPD RIJCOSX def2/J DEFGRID3
* xyz 0 1
C -3.10 -0.51 0.82
O -3.53 -1.87 0.65
H -2.65 -0.24 -0.15
H -3.92 0.16 1.08
H -2.27 -0.41 1.51
H -4.39 -1.80 0.22
C -1.27 1.06 3.91
O -2.12 1.83 3.09
H -0.41 0.71 3.34
H -0.87 1.65 4.75
H -1.81 0.19 4.30
H -2.77 2.34 3.56
C 3.47 -0.49 -2.78
O 4.31 0.46 -3.39
H 2.93 -0.06 -1.92
H 2.67 -0.82 -3.44
H 3.98 -1.34 -2.33
H 5.20 0.37 -3.02
C -0.31 3.31 -1.39
O -1.33 3.20 -2.40
H -0.17 2.33 -0.94
H 0.57 3.74 -1.86
H -0.55 4.08 -0.65
H -1.98 3.90 -2.27
C 1.01 -0.55 0.38
O 2.28 -0.59 1.06
H 0.69 0.44 0.08
H 1.23 -1.17 -0.50
H 0.23 -1.01 0.98
H 2.32 -1.38 1.62
C -0.47 0.29 -3.54
O -1.83 0.50 -3.21
H -0.02 1.21 -3.93
H 0.16 -0.06 -2.72
H -0.38 -0.41 -4.37
H -1.85 1.37 -2.76
C 0.79 -3.46 2.56
O 2.22 -3.44 2.62
H 0.52 -3.88 1.60
H 0.37 -4.13 3.32
H 0.52 -2.40 2.64
H 2.54 -3.12 3.47
*
```

Values from the calculation:
gap between HOMO and LUMO	10.29	eV
E	-810.01712	Ha
E_LUMO	0.52	eV
structure (SMILES)	CO.CO.CO.CO.CO.CO.CO
energy above the lowest of the compared OMol25 structures with the same formula, charge and spin	404.24	kJ/mol



10.
C7H29BaN7O7 | the ωB97M-V functional and the def2-TZVPD basis

Geometry as ORCA input:
```
! wB97M-V def2-TZVPD RIJCOSX def2/J DEFGRID3
* xyz 2 1
Ba 20.52 -5.03 -21.17
C 20.60 -1.25 -19.87
O 20.21 -2.41 -20.09
N 20.99 -0.43 -20.88
N 20.69 -0.75 -18.62
H 20.80 -0.72 -21.82
H 21.42 0.45 -20.65
H 20.45 -1.35 -17.84
H 20.76 0.24 -18.45
C 24.60 -5.05 -21.63
O 23.38 -4.99 -21.42
N 25.13 -5.81 -22.63
N 25.48 -4.38 -20.85
H 24.51 -6.36 -23.19
H 26.09 -5.75 -22.89
H 25.09 -3.76 -20.16
H 26.47 -4.39 -21.04
C 21.23 -4.09 -17.44
O 21.42 -4.64 -18.52
N 22.21 -4.05 -16.49
N 20.05 -3.48 -17.10
H 22.00 -3.77 -15.55
H 23.05 -4.57 -16.67
H 19.30 -3.56 -17.75
H 19.81 -3.40 -16.13
C 18.21 -7.85 -17.62
C 19.30 -7.26 -18.51
C 20.11 -8.35 -19.18
O 21.21 -7.73 -19.85
C 22.26 -8.64 -20.17
N 18.76 -6.38 -19.57
H 18.65 -8.56 -16.92
H 17.42 -8.30 -18.22
H 17.73 -7.06 -17.05
H 20.00 -6.67 -17.91
H 19.47 -8.84 -19.93
H 20.48 -9.08 -18.46
H 21.92 -9.43 -20.84
H 22.66 -9.07 -19.24
H 23.03 -8.06 -20.67
H 18.07 -5.74 -19.18
H 18.19 -6.96 -20.19
O 19.42 -7.16 -22.64
H 18.85 -7.61 -22.00
H 19.48 -7.77 -23.38
O 21.24 -3.31 -23.15
H 21.79 -3.76 -23.81
H 21.17 -2.41 -23.49
O 17.91 -3.87 -21.33
H 17.11 -4.13 -21.81
H 17.60 -3.36 -20.58
*
```

Values from the calculation:
gap between HOMO and LUMO	10.30	eV
E	-1219.38844	Ha
E_LUMO	-4.96	eV
energy above the lowest of the compared OMol25 structures with the same formula, charge and spin	0.00	kJ/mol